Record 1
ORCA calculation (ωB97M-V/def2-TZVPD) on a structure of composition C35H30BrHgN3O3PS2 at a distorted geometry.

Calculated values
* largest force on an atom: 1.0 eV Å⁻¹
* ⟨S²⟩: 0.764
* charge: -2
* LUMO energy (spin up / spin down): 0.154 / 0.154 Eh
* 2S+1: 2
* HOMO-LUMO gap (spin up / spin down): 3.280 / 6.132 eV

Atoms and positions in Å:
C  2.68  -5.94  -1.41
N  2.13  -0.41  1.37
O  0.11  1.54  1.46
C  1.63  -5.23  -3.46
O  -0.56  1.03  -1.56
C  1.09  2.36  1.39
O  -0.55  2.77  -2.98
S  2.07  -4.29  1.71
C  2.22  -3.62  -1.76
H  1.26  -3.12  -3.61
C  1.86  4.68  1.21
H  -3.42  1.72  -5.37
H  -0.19  4.07  1.35
H  5.17  0.88  -3.51
H  0.31  0.16  -6.78
C  4.13  1.11  -3.31
H  -0.84  -4.04  -1.04
H  4.00  4.98  1.01
C  1.67  -3.92  -3.00
H  1.42  2.91  -4.38
C  3.34  -4.31  0.38
C  1.54  -2.59  1.51
H  -3.26  0.30  -3.36
H  -1.61  1.70  -7.05
C  0.05  1.85  -2.40
C  1.48  1.63  -2.68
H  -3.51  -1.61  -2.08
H  3.80  -3.32  0.42
C  2.75  -4.63  -0.96
N  2.24  0.77  -1.84
C  -0.49  0.17  -6.05
H  1.20  -5.46  -4.42
H  4.17  -0.69  2.88
C  -2.65  -1.37  -1.46
H  -1.06  -6.41  -1.68
H  -1.66  -7.03  -4.01
Br  4.62  -0.39  -0.97
C  -1.57  -5.99  -3.72
H  2.22  -2.59  -1.41
C  -1.57  1.02  -6.21
H  -2.72  -0.35  -1.06
C  3.48  2.93  1.30
C  2.49  1.95  1.44
S  -0.14  -2.35  1.11
H  2.06  -7.28  -2.97
H  4.30  1.05  3.26
H  -1.85  -2.88  -5.04
C  -1.78  -4.99  -4.66
C  4.18  0.32  2.47
C  -2.58  1.04  -5.25
C  3.50  0.62  -2.20
H  3.79  2.41  -5.06
H  4.52  2.61  1.26
C  -0.41  -0.64  -4.92
C  2.12  -6.24  -2.65
Hg  0.40  -0.18  -0.04
C  -1.13  -4.30  -2.06
H  1.62  5.74  1.14
H  5.03  0.40  1.78
C  -1.25  -5.64  -2.42
C  0.85  3.76  1.34
N  2.47  -1.71  1.69
H  4.06  -5.07  0.70
H  3.07  -6.74  -0.78
C  -1.36  -3.28  -2.99
H  -2.02  -5.25  -5.69
H  0.46  -1.27  -4.77
C  3.35  1.97  -4.17
P  -1.07  -1.53  -2.39
C  2.05  2.24  -3.80
C  -1.68  -3.64  -4.30
C  -1.41  -0.62  -3.95
C  3.20  4.27  1.16
C  -2.50  0.23  -4.13
H  -2.60  -2.07  -0.62
C  2.90  0.56  1.72

Record 2
ORCA calculation (ωB97M-V/def2-TZVPD) on a cluster of 2 separate species, C4H12 in total at a distorted geometry.

Calculated values
* largest force on an atom: 1.2 eV Å⁻¹
* ΔE to the lowest compared entry with this formula, charge and spin: 28.7 kJ/mol
* ⟨S²⟩: 0.750
* charge: -1
* LUMO energy (spin up / spin down): 0.162 / 0.164 Eh
* 2S+1: 2
* HOMO-LUMO gap (spin up / spin down): 2.865 / 12.225 eV

Atoms and positions in Å:
H  -2.40  2.05  -1.46
C  2.00  -1.58  0.89
H  -1.67  1.24  1.31
H  0.98  -1.71  1.26
C  1.99  -1.04  -0.52
H  1.07  -0.47  -0.69
H  2.74  -0.27  -0.74
H  -1.19  0.75  -1.34
H  2.03  -1.78  -1.33
H  2.52  -0.93  1.58
C  -2.32  1.04  0.45
H  -3.32  1.44  0.62
H  -2.36  -0.05  0.42
C  -1.65  1.59  -0.84
H  -0.84  2.29  -0.61
H  2.43  -2.58  0.99